Formula: C23H30N2O2
Source: the OMol25 dataset
Level of theory: ωB97M-V/def2-TZVPD

Last column: Löwdin charge in e.
Geometry (Å):
C  7.0277  1.1282  0.8442  -0.02
C  6.3949  0.6798  2.1404  -0.41
O  6.8957  0.9454  3.2107  0.08
C  5.1328  -0.0979  2.0472  -0.15
C  4.5064  -0.4657  3.2383  -0.01
C  3.3305  -1.1907  3.2179  -0.05
C  2.7698  -1.5604  2.0089  -0.03
C  3.3730  -1.1961  0.8089  -0.21
C  2.7234  -1.5845  -0.4927  -0.15
N  1.3171  -1.2218  -0.4817  -0.17
C  0.5866  -1.7615  -1.6106  -0.17
C  -0.9037  -1.4501  -1.4606  -0.17
N  -1.0737  -0.0239  -1.3099  -0.15
C  -2.3549  0.5246  -1.6591  -0.17
C  -3.5751  0.1359  -0.7871  -0.14
C  -4.8354  0.5751  -1.4683  -0.25
C  -5.3667  1.8366  -1.2305  -0.05
C  -6.5054  2.2598  -1.8919  -0.09
C  -7.1283  1.4264  -2.8051  -0.10
C  -6.6053  0.1686  -3.0523  -0.09
C  -5.4664  -0.2518  -2.3899  -0.05
C  -0.3588  0.5069  -0.1681  -0.28
C  -0.7661  -0.0666  1.2051  -0.13
C  -0.3386  0.8335  2.3637  -0.27
O  -0.6464  0.2741  3.6193  -0.06
C  1.1252  0.2150  -0.4203  -0.13
C  4.5497  -0.4659  0.8348  0.02
H  7.2989  0.2632  0.2428  0.09
H  6.3319  1.7442  0.2790  0.09
H  7.9223  1.7047  1.0651  0.08
H  4.9630  -0.1667  4.1698  0.12
H  2.8463  -1.4646  4.1428  0.11
H  1.8511  -2.1247  1.9808  0.12
H  2.7835  -2.6720  -0.6123  0.13
H  3.2633  -1.1218  -1.3390  0.13
H  0.9461  -1.3313  -2.5630  0.13
H  0.7321  -2.8444  -1.6416  0.12
H  -1.3043  -2.0219  -0.6088  0.12
H  -1.4287  -1.7692  -2.3643  0.13
H  -2.2609  1.6146  -1.6605  0.13
H  -2.5668  0.2099  -2.6872  0.12
H  -3.5811  -0.9470  -0.6495  0.11
H  -3.4992  0.6196  0.1875  0.10
H  -4.8854  2.4910  -0.5170  0.11
H  -6.9088  3.2423  -1.6937  0.10
H  -8.0184  1.7551  -3.3208  0.10
H  -7.0874  -0.4872  -3.7629  0.10
H  -5.0629  -1.2358  -2.5846  0.11
H  -0.5135  1.5923  -0.1630  0.15
H  -0.2961  -1.0422  1.3289  0.10
H  -1.8491  -0.1988  1.2467  0.10
H  -0.8079  1.8247  2.2615  0.12
H  0.7451  0.9655  2.3712  0.11
H  -1.5929  0.0951  3.6557  0.08
H  1.4295  0.7014  -1.3641  0.13
H  1.7330  0.6180  0.3903  0.12
H  5.0093  -0.1871  -0.1015  0.11

gap between HOMO and LUMO: 8.53 eV
charge: 0
energy relative to the best compared isomer or geometry (same formula, charge and spin): 200.1 kJ/mol
strongest force on any atom: 0.64 eV Å⁻¹
E_tot: -31412.997 eV
SMILES string: CC(=O)c1cccc(CN2CCN(CCc3ccccc3)[C@@H](CCO)C2)c1
LUMO level: 0.33 eV